No. 1
C5H6O | ωB97M-V/def2-TZVPD

Positions of all 12 atoms, in Å:
C: 1.6711 0.6872 0.1375
C: 0.3183 1.1070 0.1980
C: 1.6804 -0.6413 -0.0410
C: -0.4064 -0.0322 -0.0257
C: -1.8542 -0.3850 0.0515
O: 0.3745 -1.1041 -0.2003
H: 2.5624 1.3303 0.1557
H: 0.0934 2.1686 -0.0732
H: 2.2559 -1.4602 -0.3832
H: -2.1321 -0.4578 1.0381
H: -2.6827 0.1758 -0.5722
H: -1.8805 -1.3883 -0.2852

Forces on the atoms, in the same order (eV/Å):
C 1.677 0.337 0.052
C -0.070 0.805 -1.552
C -1.400 -1.187 -1.035
C -1.477 1.145 -0.013
C -0.799 1.069 -3.014
O 0.728 0.927 0.970
H -0.594 -0.433 0.105
H -0.458 -1.182 1.099
H 1.555 -0.012 0.298
H -0.920 0.286 2.406
H 2.062 -0.628 1.270
H -0.304 -1.128 -0.587

Computed properties:
* DFT total energy: -7328.16211 eV
* net charge: 0
* LUMO energy: 1.1 eV
* HOMO: -8.495 eV
* largest force on an atom: 3.3 eV/Å
* SMILES: Cc1ccco1
* orbital gap: 9.6193 eV
* relative energy (zero: lowest compared OMol25 entry of this formula, charge and spin): 108.3 kJ/mol

---

No. 2
C34H31CaN5O2 | ωB97M-V/def2-TZVPD

Positions of all 73 atoms, in Å:
Ca: -1.0931 -0.1314 0.1554
O: -4.3206 -2.1973 -2.3178
C: -3.5646 -1.5345 -1.5765
N: -2.3349 -1.7557 -1.1507
C: -1.6048 -2.9128 -1.4975
C: -1.9648 -3.8005 -2.5159
C: -1.1854 -4.9117 -2.8177
C: -0.0315 -5.1583 -2.0924
C: 0.3455 -4.2937 -1.0741
C: -0.4067 -3.1564 -0.7592
N: -0.0069 -2.2037 0.1798
C: 0.6987 -2.5381 1.2744
O: 1.0299 -3.6737 1.6392
C: 1.1689 -1.3179 2.1148
C: 1.6187 -1.7520 3.4863
C: 1.6959 -0.8256 4.4576
C: 1.1603 0.4929 4.2491
C: 0.3016 0.6150 3.1748
N: 0.1247 -0.2759 2.2003
C: -4.1765 -0.2331 -1.0439
C: -5.4231 0.1567 -1.5330
C: -6.0012 1.3209 -1.0681
C: -5.3268 2.0747 -0.1149
C: -4.0963 1.6181 0.3175
N: -3.5322 0.4973 -0.1312
H: -2.8744 -3.6068 -3.0609
H: -1.4915 -5.5812 -3.6150
H: 0.5815 -6.0273 -2.3104
H: 1.2307 -4.4903 -0.4871
H: 1.8918 -2.7874 3.6305
H: 2.0779 -1.0998 5.4389
H: 1.1913 1.2551 5.0166
H: -0.3554 1.4874 3.1362
H: -5.8877 -0.4845 -2.2676
H: -6.9663 1.6436 -1.4417
H: -5.7353 2.9954 0.2801
H: -3.5306 2.1785 1.0532
C: 0.0401 5.6290 0.2516
N: 0.0778 4.3331 0.8927
C: -1.2661 3.8447 1.1261
C: 0.9131 3.3518 0.1731
C: 0.4213 2.9509 -1.2065
C: 0.7797 3.7535 -2.2921
C: 0.3171 3.4718 -3.5713
C: -0.5086 2.3708 -3.7537
C: -0.8382 1.5702 -2.6627
C: -0.3915 1.8055 -1.3478
H: -0.4764 6.3394 0.9043
H: -0.4737 5.6249 -0.7234
H: 1.0593 5.9897 0.0927
H: -1.8013 4.5496 1.7705
H: -1.2173 2.8808 1.6369
H: -1.8403 3.7094 0.1970
H: 0.9714 2.4609 0.8032
H: 1.9171 3.7859 0.1116
H: 1.4407 4.6048 -2.1414
H: 0.6058 4.0955 -4.4113
H: -0.8794 2.1270 -4.7452
H: -1.4698 0.7026 -2.8618
C: 2.3693 -0.6635 1.3418
C: 3.5274 -1.5803 1.0888
C: 3.5605 -2.3884 -0.0476
C: 4.6119 -3.2637 -0.2707
C: 5.6563 -3.3515 0.6420
C: 5.6337 -2.5563 1.7795
C: 4.5786 -1.6803 1.9980
H: 2.6867 0.1907 1.9463
H: 1.9760 -0.2904 0.3917
H: 2.7354 -2.3375 -0.7498
H: 4.6095 -3.8889 -1.1561
H: 6.4770 -4.0390 0.4704
H: 6.4392 -2.6216 2.5030
H: 4.5512 -1.0673 2.8914

Forces on the atoms, in the same order (eV/Å):
Ca 0.047 -0.079 -0.010
O 0.025 0.028 0.011
C -0.029 -0.112 -0.024
N 0.014 0.075 0.010
C 0.012 -0.016 0.007
C -0.021 0.020 0.010
C 0.016 -0.013 0.003
C -0.015 0.003 -0.005
C 0.023 0.008 0.049
C -0.010 -0.011 -0.040
N -0.039 0.065 0.037
C -0.020 -0.063 -0.057
O 0.016 -0.002 0.000
C -0.027 0.025 0.033
C 0.011 -0.010 0.003
C 0.006 0.019 0.029
C -0.004 -0.017 -0.005
C 0.003 -0.016 -0.014
N -0.004 0.003 -0.019
C 0.000 -0.021 -0.036
C -0.021 0.015 0.002
C 0.034 -0.003 0.015
C -0.027 -0.013 -0.018
C -0.034 0.007 -0.011
N 0.049 0.032 0.082
H -0.004 0.001 -0.005
H -0.002 0.001 0.000
H -0.002 -0.001 -0.001
H 0.003 0.000 -0.010
H -0.018 -0.003 -0.010
H -0.002 0.007 0.001
H 0.001 0.005 -0.003
H -0.003 0.004 0.008
H -0.003 -0.001 -0.001
H 0.001 0.000 0.000
H -0.001 0.000 -0.003
H 0.009 0.000 0.003
C 0.014 0.002 0.000
N -0.013 0.003 -0.009
C 0.003 0.007 -0.001
C 0.004 -0.018 -0.015
C 0.017 0.006 0.021
C -0.003 -0.008 -0.022
C -0.005 -0.012 0.015
C 0.012 0.023 0.000
C -0.008 -0.015 0.004
C -0.021 0.078 -0.017
H -0.002 -0.001 0.001
H -0.003 -0.006 0.000
H -0.003 0.003 -0.001
H 0.008 0.004 0.004
H -0.001 0.008 -0.011
H -0.010 -0.013 0.004
H 0.014 0.001 -0.004
H 0.002 0.004 0.018
H 0.002 0.003 0.005
H -0.001 0.001 -0.001
H -0.002 -0.001 0.000
H 0.002 0.000 -0.006
C 0.016 -0.030 0.002
C -0.004 0.010 -0.002
C 0.003 -0.002 -0.004
C 0.004 0.001 0.000
C -0.001 0.001 0.000
C 0.003 -0.005 -0.005
C -0.006 -0.001 0.010
H -0.008 0.012 -0.019
H 0.009 0.010 0.002
H -0.004 0.001 0.002
H -0.003 0.001 -0.001
H 0.000 0.000 0.000
H 0.000 0.001 0.001
H 0.000 -0.001 -0.001

Computed properties:
* DFT total energy: -65748.66665 eV
* net charge: -2
* LUMO energy: 4.4 eV
* HOMO: -0.926 eV
* largest force on an atom: 0.1 eV/Å
* orbital gap: 5.3277 eV
* relative energy (zero: lowest compared OMol25 entry of this formula, charge and spin): 0.0 kJ/mol

---

No. 3
C5H12NP | ωB97M-V/def2-TZVPD

Positions of all 19 atoms, in Å:
C: -1.8177 -1.0283 0.6293
C: -0.3972 -1.1640 1.3187
C: -1.5571 -0.2063 -0.7296
C: 0.5480 -1.2452 0.0305
C: -0.0954 -0.3300 -0.9565
N: 2.7400 1.9856 -0.2613
P: 1.0245 2.1655 0.0879
H: -2.1806 -2.0694 0.3447
H: -2.6752 -0.6251 1.1295
H: -0.3344 -0.2505 1.9797
H: -0.3784 -2.0598 2.0469
H: -2.1222 -0.7080 -1.6321
H: -1.7769 0.8861 -0.6038
H: 1.5477 -1.0596 0.3557
H: 0.5450 -2.3361 -0.1774
H: 0.3415 0.0737 -1.8421
H: 3.1345 2.5820 0.4661
H: 2.9639 2.5468 -1.0837
H: 0.4901 2.8426 -1.1026

Forces on the atoms, in the same order (eV/Å):
C 0.514 -1.455 -2.050
C -1.818 0.280 0.462
C -0.751 -0.999 0.058
C -1.087 -0.752 2.193
C 0.714 0.639 1.067
N -0.677 1.422 -0.156
P -0.873 -0.739 -0.584
H 0.582 1.088 0.119
H 0.004 0.511 0.904
H 0.762 -0.742 -0.925
H 0.200 1.215 -1.426
H 0.687 1.301 1.638
H -0.446 -0.990 -0.352
H 0.878 0.568 -0.297
H -0.183 0.423 -0.658
H 0.419 -0.257 -0.482
H 0.411 -0.523 0.275
H 0.055 -0.528 -0.270
H 0.609 -0.465 0.484

Computed properties:
* DFT total energy: -16155.10366 eV
* net charge: 0
* LUMO energy (alpha / beta): 0.0 / 0.7 eV
* HOMO (alpha / beta): -7.343 / -7.414 eV
* largest force on an atom: 2.6 eV/Å
* orbital gap (alpha / beta): 7.3167 / 8.1198 eV
* relative energy (zero: lowest compared OMol25 entry of this formula, charge and spin): 282.5 kJ/mol

---

No. 4
C15H13NO3S2 | ωB97M-V/def2-TZVPD

Positions of all 34 atoms, in Å:
C: 2.6457 -0.4582 -3.2076
C: 3.2857 -0.3744 -1.9655
C: 2.6784 0.3010 -0.8967
C: 1.3876 0.8382 -1.0317
C: 0.6409 1.4832 0.0878
S: 0.2146 3.1728 -0.2353
C: 0.1468 3.8272 1.4484
C: 0.8522 2.9121 2.4391
S: 1.3255 1.3215 1.6736
C: 0.8261 0.8790 -2.3151
C: 1.4196 0.1992 -3.3826
H: 3.1490 -0.9382 -4.0541
H: 4.2676 -0.8490 -1.8253
H: 3.1896 0.3556 0.0629
H: 0.6166 4.8247 1.4864
H: -0.9095 3.8919 1.7237
H: 1.7583 3.3707 2.8499
H: 0.2045 2.6131 3.2756
H: -0.1507 1.3476 -2.4236
H: 0.9098 0.1630 -4.3552
O: 0.6195 -3.5477 1.0907
N: -0.6001 -3.8269 1.1000
O: -1.0417 -4.9767 1.2738
C: -1.5186 -2.7419 0.8991
C: -2.8925 -2.9925 0.9599
C: -3.7351 -1.8819 0.7752
C: -3.2580 -0.6091 0.4853
C: -1.8292 -0.3729 0.3506
O: -1.2556 0.7276 0.0019
C: -1.0047 -1.4932 0.6662
H: -3.2674 -4.0078 1.1455
H: -4.8105 -2.0627 0.8678
H: -3.9214 0.2523 0.3791
H: 0.0572 -1.3477 0.6504

Forces on the atoms, in the same order (eV/Å):
C 0.050 0.579 0.218
C -0.072 0.121 -0.021
C -0.228 -0.633 0.118
C 0.081 -0.096 -0.777
C 0.029 1.129 0.485
S 0.130 -0.531 -0.381
C -0.496 -0.026 0.343
C 0.034 -0.745 0.365
S -0.123 -0.435 0.061
C -0.375 -0.747 -0.007
C 0.022 0.074 0.017
H -0.345 0.027 0.412
H -0.522 0.341 -0.025
H -0.103 -0.070 -0.230
H -0.363 -0.409 -0.343
H 0.193 0.225 -0.062
H -0.116 -0.228 -0.174
H 0.133 0.427 -0.262
H 0.159 -0.159 -0.114
H 0.295 0.116 0.498
O -1.954 -0.768 0.061
N 1.972 -1.656 0.410
O 0.693 1.842 -0.294
C -1.453 0.174 0.100
C -0.007 0.258 -0.099
C 0.067 -0.643 0.089
C 1.382 0.805 -0.133
C -0.055 -2.597 1.070
O 0.373 2.274 -0.468
C -0.302 0.834 -0.539
H 0.184 0.682 -0.088
H 0.343 0.272 -0.093
H 0.082 -0.376 -0.091
H 0.294 -0.064 -0.044

Computed properties:
* DFT total energy: -45064.14864 eV
* net charge: 0
* LUMO energy: -0.9 eV
* HOMO: -7.668 eV
* largest force on an atom: 2.8 eV/Å
* orbital gap: 6.8075 eV
* relative energy (zero: lowest compared OMol25 entry of this formula, charge and spin): 524.7 kJ/mol

---

No. 5
C5H4O2 | ωB97M-V/def2-TZVPD

Positions of all 11 atoms, in Å:
O: -0.2187 2.8008 -0.2452
C: 0.3305 1.8192 -0.0105
C: -1.5058 -0.6959 -0.1926
C: -0.2775 -1.2195 -0.2718
C: 0.9564 -0.6172 0.2279
C: 1.1403 0.7135 0.3339
O: 2.0117 1.6029 0.7226
H: -1.7166 0.2316 0.3365
H: -2.3568 -1.1939 -0.6467
H: -0.1584 -2.1894 -0.7528
H: 1.7949 -1.2521 0.4989

Forces on the atoms, in the same order (eV/Å):
O 0.649 -1.108 0.242
C -0.751 1.013 -0.336
C 0.117 -0.063 0.009
C -0.188 0.062 -0.023
C 0.044 0.202 0.035
C -0.110 -0.107 -0.061
O 0.166 -0.106 0.094
H 0.051 -0.160 -0.039
H 0.143 0.050 0.060
H -0.020 0.144 0.043
H -0.102 0.072 -0.024

Computed properties:
* DFT total energy: -9341.38872 eV
* net charge: 0
* LUMO energy (alpha / beta): -0.7 / -0.7 eV
* HOMO (alpha / beta): -8.560 / -8.560 eV
* largest force on an atom: 1.3 eV/Å
* orbital gap (alpha / beta): 7.8938 / 7.8932 eV
* relative energy (zero: lowest compared OMol25 entry of this formula, charge and spin): 269.5 kJ/mol

---

No. 6
C9H16BNO3PS | ωB97M-V/def2-TZVPD

Positions of all 32 atoms, in Å:
C: 3.1034 -3.0595 0.4288
C: 2.6629 -3.4996 -0.7555
C: 2.3684 -2.5483 -1.8798
S: 0.6441 -1.9416 -1.8072
B: -0.4741 -3.4858 -1.4259
N: -1.0557 -3.5752 -0.1429
O: -0.6101 -4.3422 -2.4497
P: 0.0909 -0.5250 -0.1193
O: 0.5166 -1.2183 1.2666
O: 1.0964 0.7034 -0.3027
H: 2.8066 -3.5155 1.3647
H: 3.7702 -2.2012 0.4681
H: 2.5657 -4.5606 -0.9728
H: 2.9957 -1.6571 -1.8005
H: 2.5253 -2.9759 -2.8690
H: -0.4777 -3.9056 0.6199
H: -1.9535 -4.0475 -0.1373
H: -0.7600 -3.9610 -3.3221
H: -0.2787 -1.5721 1.6898
H: 1.9730 0.5167 -0.6669
C: -2.3098 3.1481 0.4550
C: -0.9832 3.1736 0.8641
C: -0.4637 4.3065 1.4746
C: -1.2750 5.4133 1.6810
C: -2.6020 5.3877 1.2742
C: -3.1196 4.2568 0.6584
H: -2.7150 2.2647 -0.0239
H: -0.3533 2.3050 0.7062
H: 0.5718 4.3284 1.7895
H: -0.8729 6.2966 2.1595
H: -3.2336 6.2511 1.4371
H: -4.1531 4.2400 0.3380

Forces on the atoms, in the same order (eV/Å):
C -0.092 0.026 -0.323
C 0.227 0.087 0.031
C 1.248 -0.381 -0.018
S 0.333 0.178 -0.189
B 0.449 -0.045 0.198
N -0.147 -0.290 -0.249
O -0.756 0.338 0.032
P -1.696 0.543 0.357
O 0.569 0.072 -0.306
O 0.567 -1.010 -0.365
H 0.996 -0.703 -0.024
H -0.891 0.662 0.236
H -1.137 0.029 0.383
H -0.105 0.099 -0.074
H -0.204 0.064 -0.078
H 0.014 0.413 0.150
H 0.152 -0.269 0.091
H 0.364 -0.145 -0.216
H 0.007 -0.037 0.081
H 0.159 0.302 0.244
C 0.008 -0.004 0.006
C -0.043 -0.092 -0.006
C 0.014 -0.010 0.010
C 0.001 0.001 -0.006
C 0.001 -0.002 -0.003
C 0.000 0.001 0.001
H -0.004 0.004 -0.002
H -0.030 0.173 0.032
H -0.005 -0.003 0.010
H -0.001 0.000 -0.003
H 0.002 0.000 -0.004
H 0.000 -0.001 0.005

Computed properties:
* DFT total energy: -38020.91155 eV
* net charge: +1
* LUMO energy: -3.7 eV
* HOMO: -11.267 eV
* largest force on an atom: 1.8 eV/Å
* orbital gap: 7.5179 eV

---

No. 7
C14H12BO2Rb | ωB97M-V/def2-TZVPD

Positions of all 30 atoms, in Å:
Rb: 1.6161 1.5604 -3.6217
B: -1.0574 2.8911 -5.0436
H: -0.3004 3.1220 -4.3102
H: -1.8715 3.5631 -5.2671
H: -0.4395 2.7492 -5.9167
H: -1.5748 1.9707 -4.8211
C: -3.5507 -0.1102 0.6580
C: -2.9661 0.2009 -0.6003
C: -1.5865 0.2350 -0.8728
C: -0.7425 0.0029 0.1602
C: -1.2837 -0.3458 1.4597
C: -2.6840 -0.4658 1.6178
C: -0.3778 -0.7227 2.5602
O: -0.8581 -0.9240 3.7088
C: 1.1017 -1.0551 2.2630
C: 1.8901 -1.6436 3.2061
C: 3.2378 -1.8562 2.9904
C: 3.8154 -1.4584 1.7784
C: 3.0231 -0.8423 0.8326
C: 1.6425 -0.6571 1.0151
C: 0.7304 -0.0789 -0.0712
O: 1.2234 0.3461 -1.1460
H: -4.6174 -0.1306 0.8259
H: -3.6796 0.2763 -1.4076
H: -1.2814 0.4392 -1.8885
H: -3.0680 -0.6457 2.6111
H: 1.4716 -1.7690 4.1938
H: 3.8968 -2.3688 3.6755
H: 4.8687 -1.5773 1.5717
H: 3.4218 -0.7055 -0.1617

Forces on the atoms, in the same order (eV/Å):
Rb 0.273 -0.311 0.341
B -4.143 1.450 2.868
H 3.691 2.389 1.664
H -2.333 2.812 0.127
H 4.183 -2.096 -3.879
H -1.662 -4.338 -0.899
C 0.788 0.404 -2.744
C -0.967 -0.467 -0.041
C -2.589 0.346 -0.313
C 1.051 -1.255 2.722
C 0.033 0.085 -2.100
C 1.884 0.736 2.482
C -0.506 -1.697 3.361
O 1.638 0.728 -3.126
C -1.712 1.568 -1.487
C 0.325 0.257 1.395
C 0.877 -0.113 -1.051
C -0.565 0.250 0.547
C -0.910 -0.438 -1.165
C -0.547 -0.081 0.131
C 1.659 0.643 -0.598
O -0.801 -0.737 1.531
H -0.005 0.025 -0.222
H 0.149 0.439 -0.321
H 0.260 -0.065 0.078
H 0.233 -0.450 0.158
H -0.173 -0.477 0.009
H -0.299 0.091 0.451
H 0.025 -0.215 0.106
H 0.145 0.517 -0.026

Computed properties:
* DFT total energy: -20128.14387 eV
* net charge: +1
* LUMO energy (alpha / beta): -4.0 / -8.7 eV
* HOMO (alpha / beta): -12.137 / -12.137 eV
* largest force on an atom: 6.1 eV/Å
* spin multiplicity: 2
* orbital gap (alpha / beta): 8.1656 / 3.3936 eV

---

- largest force on an atom of number 3 (C5H12NP)?
  2.6 eV/Å